{"formula": "C31H52EuN3O6P2Si", "method": "the ωB97M-V functional and the def2-TZVPD basis", "e_tot_ev": -95532.78252, "e_homo_ev": [-8.3, -8.4], "charge": 1, "s2": 15.760, "relative_energy_kcal_mol": 0.0, "spin_multiplicity": 8, "max_force_ev_per_a": 4.345, "gap_ev": [6.0, 6.0], "species": ["Eu", "N", "C", "C", "C", "C", "C", "C", "C", "C", "N", "C", "H", "H", "H", "H", "H", "H", "H", "H", "C", "C", "C", "O", "P", "O", "C", "P", "O", "O", "C", "C", "C", "O", "C", "C", "C", "O", "C", "C", "C", "H", "H", "H", "H", "H", "H", "H", "H", "H", "H", "H", "H", "H", "H", "H", "H", "H", "H", "H", "H", "H", "H", "H", "H", "H", "H", "H", "H", "H", "H", "C", "Si", "C", "C", "N", "C", "C", "C", "C", "C", "C", "H", "H", "H", "H", "H", "H", "H", "H", "H", "H", "H", "H", "H", "H"], "coordinates": [[0.60039, -0.38626, -0.58833], [0.80713, -2.12583, -2.52409], [0.00130, -3.06426, -1.79078], [-1.28367, -2.66628, -1.40400], [-2.16209, -3.61156, -0.81526], [-1.78916, -4.90574, -0.69199], [-0.44852, -5.32652, -1.07194], [0.06630, -6.63784, -0.87109], [1.34552, -6.94607, -1.30749], [2.12177, -5.95563, -1.90898], [1.75540, -4.66115, -1.87074], [0.46942, -4.38056, -1.60528], [0.40654, -1.89164, -3.43621], [1.71886, -2.56229, -2.62295], [-1.61185, -1.65640, -1.62447], [-3.11420, -3.28628, -0.43939], [-2.44283, -5.73639, -0.33711], [-0.54070, -7.39810, -0.35502], [1.78350, -7.95083, -1.24081], [3.10101, -6.21546, -2.38327], [-4.02552, 1.14879, -3.58377], [-3.52252, 2.15500, -2.54224], [-2.86002, 3.30459, -3.16673], [-2.58878, 1.32396, -1.75789], [-2.55998, 1.21762, -0.16852], [-1.64465, 0.05921, 0.20769], [-1.92167, 2.76237, 0.47074], [-0.18944, 2.88739, 0.60776], [0.49869, 1.94112, -0.40829], [0.15645, 4.42785, 0.34739], [0.59635, 4.86863, -1.01477], [2.08099, 5.21630, -0.83571], [-0.06704, 6.11471, -1.45252], [0.28490, 2.56385, 2.07431], [1.62407, 2.94757, 2.73998], [2.75762, 2.44083, 1.88518], [1.56947, 2.27849, 4.08761], [-4.06389, 1.17895, 0.30256], [-5.16000, 0.31678, -0.10895], [-5.05112, -1.00843, 0.59739], [-6.47548, 1.01151, 0.12985], [-4.95378, 1.40418, -4.17271], [-4.24864, 0.17940, -3.08635], [-3.21564, 0.98889, -4.30735], [-4.22353, 2.54764, -1.78706], [-2.13058, 2.93280, -3.87004], [-2.41724, 4.01017, -2.49324], [-3.59300, 3.96323, -3.69563], [-2.35539, 2.98438, 1.47667], [-2.33067, 3.64079, -0.13913], [0.45141, 3.99568, -1.67877], [2.21425, 5.86369, 0.01400], [2.41757, 5.69169, -1.77608], [2.63548, 4.28777, -0.58989], [0.03649, 6.77320, -0.59764], [-1.17216, 5.96355, -1.71102], [0.36595, 6.59338, -2.34054], [1.60820, 4.01955, 2.79287], [2.83586, 1.31853, 1.93809], [3.73574, 2.85351, 2.24558], [2.55901, 2.69587, 0.86841], [1.23656, 1.25142, 3.99151], [0.82040, 2.72925, 4.75697], [2.51764, 2.41281, 4.59240], [-5.03403, 0.14595, -1.21003], [-5.76149, -1.70863, 0.12043], [-5.29775, -0.95972, 1.68180], [-4.07688, -1.44025, 0.49330], [-6.33460, 1.73166, 0.96800], [-7.26480, 0.31405, 0.37886], [-6.75060, 1.59822, -0.70710], [3.47620, 0.27618, -1.27110], [3.73151, -0.98102, 0.19459], [5.03522, -0.11884, 1.27814], [4.32397, -2.52506, -0.58383], [2.21766, -1.28302, 1.00914], [2.07817, -2.04883, 2.12439], [0.70471, -2.17531, 2.64010], [0.45424, -2.63160, 3.90855], [1.49161, -3.12553, 4.74657], [2.77032, -3.08361, 4.22135], [3.11169, -2.61848, 2.93721], [3.38009, -0.28257, -2.25374], [4.25755, 1.06789, -1.36298], [2.55545, 0.87853, -1.24605], [5.95159, 0.05712, 0.65673], [5.27432, -0.56078, 2.26802], [4.69466, 0.89524, 1.57109], [4.21877, -3.28107, 0.19661], [5.40862, -2.45918, -0.88276], [3.76484, -2.88337, -1.42249], [-0.04044, -1.75581, 2.01067], [-0.53853, -2.48918, 4.37865], [1.38476, -3.56186, 5.74323], [3.65057, -3.29583, 4.89972], [4.14608, -2.58871, 2.56001]], "atomic_forces_ev_per_a": [[0.34, -0.78, 0.64], [-0.02, -0.16, 0.24], [-1.73, 1.61, -0.72], [1.46, -0.98, -0.31], [0.08, 0.26, 0.07], [0.97, -1.89, -0.12], [-0.23, 0.03, 0.26], [0.06, -0.16, 0.13], [-0.57, -0.62, -0.16], [0.43, 1.59, 0.32], [0.48, -1.35, -1.81], [-0.26, -0.78, 1.39], [0.25, -0.30, 0.37], [0.17, 0.08, -0.37], [-0.14, -0.05, 0.04], [-0.35, 0.04, -0.12], [0.36, 1.09, -0.08], [0.27, 0.43, -0.36], [-0.49, 0.42, 0.09], [-0.82, 0.47, 0.74], [-1.23, -0.42, -0.18], [-1.02, -1.02, 0.95], [-0.09, 1.32, -1.17], [0.63, 0.23, 0.44], [0.68, -1.91, -0.41], [-1.95, 1.63, -0.33], [-2.65, 1.60, 0.73], [4.10, -0.87, -1.16], [-1.35, 2.38, 1.32], [-0.50, -0.53, -0.45], [1.71, -0.91, 0.19], [-0.05, -1.49, -0.66], [-2.76, 0.26, -0.24], [-0.45, 0.64, -0.36], [-0.67, -1.02, -0.36], [0.58, -1.06, 0.92], [-1.09, 0.74, 0.51], [0.76, 0.81, 0.42], [0.25, -1.01, -1.26], [-0.95, -0.50, 0.52], [0.76, 0.84, 1.43], [1.01, 0.22, 0.77], [0.23, 0.61, -0.40], [-0.19, -0.05, 0.18], [-0.47, -0.49, -0.59], [0.39, 0.24, -0.32], [0.59, 0.09, 0.71], [0.32, -0.90, 0.10], [0.22, -0.43, -0.53], [0.75, -1.21, 0.54], [0.15, 0.54, 0.19], [-0.09, 0.54, 0.17], [0.25, -0.34, 0.64], [-0.03, 0.57, -0.49], [-0.33, 0.58, -0.07], [1.32, 0.29, 0.57], [0.21, -0.43, 0.35], [-0.09, 0.53, 0.02], [-0.34, 1.10, 0.05], [-0.90, -0.17, -0.39], [0.34, 0.29, -0.79], [0.57, -0.37, -0.12], [0.15, 0.16, -0.35], [0.32, -0.39, -0.01], [-0.02, 0.09, 0.90], [0.20, 0.30, 0.27], [0.15, 0.17, -0.71], [0.69, -0.15, -0.03], [-0.27, -0.62, -0.32], [-0.07, -0.12, 0.00], [-0.44, 0.54, -0.92], [-0.57, -0.21, -0.83], [-0.44, 0.88, 0.79], [0.40, 0.59, 0.10], [1.92, -0.31, 0.28], [0.77, 0.59, -1.66], [-1.21, -0.55, 1.59], [2.62, -0.01, 0.13], [-0.40, -0.22, 1.41], [0.21, 0.20, -0.89], [1.99, -0.03, 0.45], [-1.19, 0.65, -0.61], [0.47, 0.56, 0.94], [-0.31, -0.86, 0.08], [0.23, 0.24, 0.19], [-0.49, -0.34, 0.68], [0.09, -0.18, -0.83], [0.12, -0.54, -0.48], [0.21, -0.24, -0.03], [-0.96, -0.17, 0.27], [-0.47, -0.07, -0.57], [-0.89, 0.35, -0.25], [0.42, -0.43, -0.63], [-0.44, 0.50, -0.35], [-1.16, -0.22, -0.82], [-0.50, -0.03, 0.54]]}